{"formula": "C2H7NO3", "method": "the ωB97M-V functional and the def2-TZVPD basis", "species": ["O", "C", "O", "H", "H", "N", "C", "O", "H", "H", "H", "H", "H"], "coordinates": [[-2.334, 0.888, 0.065], [-2.029, -0.245, -0.194], [-0.951, -0.654, -0.839], [-2.750, -1.008, 0.144], [-0.217, 0.017, -0.725], [1.253, 0.824, -0.507], [2.118, 0.185, 0.559], [1.529, -1.013, 0.975], [0.732, 1.484, 0.070], [1.835, 1.408, -1.091], [3.070, -0.004, 0.054], [2.256, 0.850, 1.407], [0.957, -1.337, 0.249]], "mulliken_charge": [-0.4932, 0.1683, -0.4502, 0.3737, 0.4060, -0.7126, -0.2406, -0.4970, 0.2894, 0.2330, 0.2768, 0.2972, 0.3490], "smiles": "O=CO.NCO", "gap_ev": 11.1, "multiplicity": 1, "total_charge": 0}

***

{"formula": "C2H7NO3", "method": "the ωB97M-V functional and the def2-TZVPD basis", "species": ["O", "C", "O", "C", "N", "H", "H", "H", "H", "H", "H", "H", "O"], "coordinates": [[-1.711, 0.324, -1.454], [-1.659, 1.479, -0.958], [-1.491, 1.912, 0.179], [-0.032, -0.608, 1.172], [0.208, -1.498, 0.046], [-1.684, 2.305, -1.708], [-1.108, -0.439, 1.242], [0.447, 0.410, 0.962], [0.452, -1.197, 2.008], [3.198, 0.006, -0.563], [1.242, -1.361, -0.064], [-0.258, -1.032, -0.742], [2.395, -0.302, -0.118]], "mulliken_charge": [-0.5639, 0.2154, -0.4942, -0.6681, -0.3048, 0.3882, 0.3609, 0.3085, 0.3198, 0.2655, 0.4547, 0.3112, -0.5932], "gap_ev": 3.8, "multiplicity": 1, "total_charge": 0}

***

{"formula": "C2H7NO3", "method": "the ωB97M-V functional and the def2-TZVPD basis", "species": ["O", "C", "N", "C", "O", "H", "H", "H", "H", "H", "H", "H", "O"], "coordinates": [[-1.705, 1.713, 1.312], [-0.527, 1.865, 1.592], [0.412, 0.862, 1.372], [-0.060, -0.490, 0.880], [1.109, -1.023, 0.016], [-0.086, 2.798, 2.011], [1.417, 0.770, 1.495], [-0.164, -1.338, 1.612], [-0.819, -0.502, 0.096], [0.642, -1.271, -0.970], [-0.847, -0.925, -3.355], [0.749, -1.187, -3.264], [-0.122, -1.272, -2.797]], "mulliken_spin": [0.3983, -0.1475, 0.7020, -0.0130, 0.0349, 0.0004, -0.0271, 0.0269, 0.0231, 0.0018, 0.0000, -0.0001, 0.0002], "gap_ev": [11.1, 5.8], "multiplicity": 2, "total_charge": 1}

***

Ordered energy above the lowest of the compared OMol25 structures with the same formula, charge and spin results: 1.150; 8.749; 2.448; unit eV.
Ordered DFT total energy results: -9819.811; -9812.211; -9808.970; unit eV.